C25H48P2Y as an isolated structure, computed with ωB97M-V/def2-TZVPD.

```
76
C25H48P2Y (ωB97M-V/def2-TZVPD)
Y 1.853 0.234 -0.024
C -0.195 0.650 2.658
C 1.119 1.183 2.445
C -0.378 2.355 1.122
C -1.100 1.396 1.869
C 1.004 2.241 1.479
C -0.558 -0.392 3.647
H 0.283 -1.068 3.848
H -1.401 -1.003 3.287
H -0.863 0.035 4.618
C -2.582 1.309 1.919
H -2.916 0.427 2.475
H -3.019 1.271 0.914
H -3.007 2.188 2.427
C -0.944 3.390 0.227
H -0.811 4.400 0.643
H -2.022 3.243 0.081
H -0.458 3.378 -0.759
C 2.117 3.098 0.974
H 2.598 3.653 1.797
H 1.750 3.848 0.251
H 2.939 2.524 0.472
C 2.298 0.901 3.296
H 2.197 1.389 4.281
H 3.224 1.275 2.848
H 2.407 -0.176 3.482
C 1.851 -2.130 -0.396
C 2.015 -1.882 0.960
C 3.317 -2.179 1.674
C 4.448 -1.124 1.500
C 4.165 0.002 0.508
C 4.020 -0.236 -0.853
C 4.174 -1.633 -1.456
C 2.961 -2.589 -1.311
H 3.709 -3.166 1.363
H 5.373 -1.660 1.212
H 3.104 -2.304 2.747
H 3.338 -3.568 -0.975
H 0.845 -2.367 -0.757
H 1.123 -1.842 1.607
H 2.536 -2.783 -2.309
H 4.397 -1.522 -2.533
H 4.129 0.595 -1.567
H 5.066 -2.132 -1.037
H 4.667 -0.683 2.489
H 4.457 1.002 0.856
P -1.900 -3.051 0.325
C -3.559 -2.638 0.988
H -4.248 -3.491 0.926
H -3.950 -1.789 0.408
H -3.451 -2.311 2.034
C -2.305 -3.982 -1.207
H -3.122 -4.697 -1.039
H -1.401 -4.504 -1.554
H -2.594 -3.250 -1.975
C -1.389 -4.419 1.445
H -0.381 -4.742 1.151
H -2.082 -5.271 1.395
H -1.334 -4.034 2.472
P 1.403 1.099 -3.053
C 2.526 2.500 -3.426
H 2.976 2.363 -4.421
H 3.323 2.574 -2.671
H 1.948 3.436 -3.404
C 1.991 -0.227 -4.184
H 3.022 -0.514 -3.930
H 1.953 0.129 -5.225
H 1.360 -1.123 -4.083
C -0.134 1.634 -3.910
H -0.002 1.590 -5.000
H -0.395 2.661 -3.612
H -0.966 0.979 -3.624
C -0.327 -0.206 -1.002
H -0.942 -0.709 -0.232
H -0.357 -0.861 -1.880
H -0.860 0.719 -1.260
```

As for the LUMO energy: -0.1677 Eh. For the HOMO-LUMO gap, the calculation gives 0.178 Ha. The relative energy (zero: lowest compared OMol25 entry of this formula, charge and spin) is 97.60 kcal/mol. The net charge is +1. The calculation puts the HOMO energy at -9.40 eV. The total energy comes out at -1702.0416 hartree.